No. 1
Below is a molecular structure, C45H49ClIN10OSeSn, with properties calculated with ωB97M-V with the def2-TZVPD basis set.

Its multiplicity is 1. The net charge is +1. The calculation puts the energy above the lowest of the compared OMol25 structures with the same formula, charge and spin at 19.91 kJ/mol. The value obtained for the orbital gap is 0.242 Eh. The electronic energy comes out at -156208.057 eV. The value obtained for the LUMO energy is -2.9 eV.

```
109
C45H49ClIN10OSeSn | the Open Molecules 2025 dataset | ωB97M-V with the def2-TZVPD basis set
C 1.3648 -2.5728 -1.8178
C -3.5478 1.4364 3.6266
C 0.1636 -3.8262 2.5764
H -4.5778 4.3997 -1.9188
N 2.8282 0.2563 0.6507
N 2.0977 1.3545 -1.4142
C 0.8017 1.9872 3.6123
C -3.3826 -1.1907 -2.9193
H -4.3003 -1.5562 -2.4583
C -2.7291 -3.0328 0.5493
C 2.0872 0.8722 5.2817
C 3.1719 0.4972 -1.4793
C -4.8023 0.9218 3.3444
H 0.9788 2.7786 -2.3573
C -3.3109 -1.6515 -4.3743
C 1.7948 2.0719 -2.4469
H 0.2477 -4.8584 2.2680
C 5.3502 -0.9031 -4.1982
H -6.2020 -1.3796 -3.9558
C 4.7996 -0.7123 -2.9497
H 1.8893 -5.0387 0.9936
C -2.5434 1.3061 2.6820
C -4.4768 1.0116 -2.3338
H -6.5410 -1.5591 -5.6727
C -5.8081 -1.7713 -4.8948
C -1.9411 3.7011 -5.6197
H -7.5538 1.4280 -1.0706
C 3.4354 1.0703 -3.8399
Cl -6.5434 -0.2981 1.6654
H -3.3552 1.9403 4.5636
C -5.7382 0.6534 -1.8788
N -3.3938 0.2582 -2.7717
H -0.9184 3.3311 -5.4995
N 0.3810 -1.5075 2.0621
N -2.7204 0.7022 1.5099
H -3.7946 -2.9340 0.3106
H 0.5441 2.3200 5.7145
H -1.9843 5.3285 -4.2107
H -1.9125 4.4879 -6.3767
H -6.0710 -0.3755 -1.8551
H 2.3096 0.6452 6.3158
C -0.3613 -3.5265 3.8201
C -2.8313 2.5715 -6.1361
C -4.0701 2.3469 -2.3523
H 2.7050 -5.6110 -1.2702
H -5.7158 -2.8552 -4.8024
C 4.9470 -0.1070 -5.2712
C 1.0993 -3.1294 0.3802
H 2.1672 2.6238 -4.3743
C 1.0925 1.7819 4.9541
N 1.4464 1.3699 2.6317
H -2.3564 -1.3352 -4.7945
H -1.5534 1.7048 2.8680
H 5.0867 -1.3060 -2.0933
H 1.1743 -1.8512 -2.6030
C 2.4760 0.5709 2.9431
H 3.6898 1.4993 -5.9316
C -2.3527 1.0868 -3.0240
H -0.9053 -1.9117 5.1423
C 2.0027 -3.7674 -2.1184
H 5.3804 -0.2672 -6.2489
C -4.4577 -1.1508 -5.2513
H -4.2140 -1.4001 -6.2860
C -6.1604 3.0072 -1.4673
H -2.5232 2.2846 -7.1419
C 2.8086 0.2745 4.2608
N 0.9414 -2.2456 -0.6063
H -2.7623 1.6810 -5.5115
H 3.6149 -0.4133 4.4794
C -0.1197 -1.2366 3.2641
C 1.7391 -4.3497 0.1744
C -3.9350 0.2391 1.2242
H -3.8744 2.8907 -6.1781
H -2.1732 -1.1500 0.5081
Sn 0.3964 0.7702 0.2447
H -0.2113 -0.1846 3.5070
C -6.5686 1.6732 -1.4434
C 0.5404 -2.7946 1.7149
I -0.1392 3.4933 0.2208
H -5.6136 0.9901 4.0562
H -2.3477 -3.9475 0.0971
C 2.2052 -4.6682 -1.0904
H -2.1096 4.2088 -2.1640
C 3.2840 0.0937 1.8236
N 2.4532 2.0308 -3.6122
H 0.0477 2.7053 3.3038
H 2.3368 -3.9689 -3.1264
C -1.9932 3.5694 -3.0396
H -2.5339 -1.5884 -2.3653
N 3.5937 -0.0856 -0.4076
H 6.0991 -1.6685 -4.3503
Se -0.6541 0.5556 -3.4556
C -5.0009 0.3309 2.1080
H -0.6578 -4.3200 4.4933
H 4.2873 -0.2832 2.0147
C -2.4110 4.3272 -4.3020
H -4.0799 -0.2151 0.2499
O -1.9666 -1.9584 0.0255
C 4.0004 0.8816 -5.0978
H -0.9481 3.2778 -3.1098
C -4.9034 3.3684 -1.9217
H -3.4992 4.4379 -4.3176
C 3.8315 0.2760 -2.7586
C -0.5009 -2.1993 4.1818
N -2.7615 2.3612 -2.8072
H -4.5247 -0.0602 -5.1922
H -6.8388 3.7722 -1.1148
H -3.3156 -2.7451 -4.3564
H -2.6263 -3.1140 1.6364
```



No. 2
Below is a molecular structure, C45H53CoF11N5O9PS2, with properties calculated with ωB97M-V with the def2-TZVPD basis set.

Its multiplicity is 2. The net charge is -2. The value obtained for the orbital gap (alpha / beta) is 0.258 / 0.258 Eh. The electronic energy comes out at -171885.423 eV. As for the expectation value of S²: 0.755. The value obtained for the LUMO energy (alpha / beta) is 4.0 / 4.0 eV.

```
127
C45H53CoF11N5O9PS2 | the Open Molecules 2025 dataset | ωB97M-V with the def2-TZVPD basis set
H -0.8100 -2.6573 1.8259
C -4.3924 3.0348 -1.0921
H 1.3685 1.6865 4.5032
H -1.4711 4.3113 -1.9898
C -5.6488 -1.3656 -2.4388
H -5.1166 2.6547 -0.3739
C -3.3351 -1.9774 -2.2720
C 0.3627 2.3549 1.3913
C 2.1061 0.8988 4.6468
H 2.2421 0.7532 5.7226
H 4.8624 1.6272 -1.7621
H 6.3453 -0.2765 0.9598
C 2.3078 -3.7471 1.0927
H 3.4968 -1.4730 3.6877
N -0.3010 1.1381 -5.0174
O 2.2165 1.2031 -5.5405
H -1.4041 -2.4982 6.8438
C 1.4458 4.2326 0.3629
C 0.2045 -2.5763 1.4128
O 2.9156 1.4916 -2.4119
C 0.2228 -0.7409 4.4293
H 0.2799 -3.0656 -0.9212
C 5.0559 -2.9639 -1.9302
H -3.6382 4.7974 1.3307
C -4.2024 -0.3631 -0.7914
O -0.5661 2.5995 3.5502
O 0.6069 -1.5857 0.8247
C 0.0209 -1.5327 5.5499
H 2.4260 3.7512 -1.5130
H -2.3123 3.8077 2.0160
C 0.5280 -2.0058 -3.4583
H 2.9602 -1.4754 5.3671
H 1.7272 -3.7326 -3.5100
S 0.8827 1.2100 -6.0409
F -2.9375 3.1792 -3.5735
H -0.2742 -2.5080 -4.0035
H 0.4200 4.2756 2.2763
Co -0.1756 0.0331 -0.3356
C -3.2011 3.7990 1.3835
H -3.7713 -2.1654 2.6159
H -4.7356 3.9931 -1.4813
H -0.0925 -4.5766 3.2052
C 5.3800 1.2970 -0.8656
F 1.1352 2.8878 -8.0847
C 0.6071 -3.7603 -1.6928
H 5.8854 -3.6327 -2.1289
C 4.1840 -0.9247 -0.9778
H -4.7071 -0.9040 1.7974
F -4.7469 -3.0231 -3.8440
H -0.3515 -5.3195 1.6135
H 3.0336 -3.9176 1.8910
H -2.8682 1.3941 2.0730
H 6.3271 0.8376 -1.1614
H -0.2800 -4.2058 -2.1438
O -0.4865 1.1969 -2.4524
H -1.2279 5.0417 -0.4052
H 1.2067 -4.5577 -1.2448
C 1.4092 -3.0036 -2.7564
C -1.2544 -1.8783 5.9670
N 0.7901 1.5549 0.4012
H 3.5919 0.7530 0.2083
H 1.6143 -0.2708 2.9137
C -0.3484 1.7974 2.6122
C 2.6887 -2.4195 -2.1743
C 5.2779 -0.1598 1.1603
F -6.8651 -1.5033 -3.0044
C 2.8724 -1.1762 -1.4950
C 4.5211 0.2765 -0.1056
F -2.3476 -2.7803 -2.7053
H 4.9018 -1.1148 1.5265
H 6.2304 -1.5363 -0.8750
F -4.1541 0.4604 0.2685
H 1.1854 -5.5535 2.4616
C -2.1819 -0.5953 4.1241
H -3.9204 3.1061 1.8190
C 0.6923 2.9186 -6.8117
H 0.0791 -1.3293 -2.7457
C -4.5704 -2.1197 -2.8634
H 3.0563 1.2287 4.2166
H -4.4911 1.6065 2.7542
C 1.8463 3.4060 -0.6693
C -1.9776 4.6465 -1.0857
C 2.6209 -1.5374 4.3292
H 0.8726 -1.8809 6.1230
F 1.3894 3.8657 -6.1837
C 3.7815 -3.2647 -2.3608
C -3.7442 -1.1307 2.2619
C 1.6366 -0.4100 3.9967
H -3.0468 1.9254 3.7437
C 0.7184 3.6971 1.4136
H -3.3384 -1.6752 5.5588
C -3.4635 -0.1763 3.4281
H 2.5313 -2.8063 0.5946
F -0.5928 3.2996 -6.8522
H -4.3127 2.3247 -1.9106
S -0.5853 1.9114 -3.7017
C -2.3339 -1.4131 5.2398
C -5.4411 -0.4958 -1.3870
C -2.4511 1.9894 -3.9809
H 5.5976 2.1626 -0.2327
P -2.7590 3.2078 -0.2855
O -0.2000 3.2955 -3.7010
F -6.4802 0.2175 -0.9091
N 1.8918 -0.2023 -1.2163
O -1.8911 -1.0190 -0.6686
H 2.3831 -4.5533 0.3600
H 3.6228 -4.1944 -2.8982
C 2.1600 1.0701 -1.5384
C -0.8868 -0.2300 3.6925
O -1.9041 1.9969 -0.2951
H 5.1692 0.5896 1.9477
C 5.2378 -1.7904 -1.2303
H -4.2698 -0.3008 4.1612
H 1.7036 5.2854 0.3598
H -2.7004 5.4259 -1.3267
N 0.9613 -3.6664 1.6337
F -3.1081 1.0330 -3.3171
N -0.6308 0.5224 2.5605
H 2.1552 -2.5123 4.1803
F -2.7753 1.8705 -5.2728
C 0.3888 -4.8404 2.2611
C 1.5159 2.0657 -0.6002
H -2.9611 -1.0329 1.5096
O 0.5792 0.3380 -7.1389
C -3.4689 1.2817 2.9710
C -3.0450 -1.0733 -1.2123
H 1.1173 -1.4384 -4.1625
```



No. 3
Below is a molecular structure, C45H54As4Cl2F3O2PRe, with properties calculated with ωB97M-V with the def2-TZVPD basis set.

Its multiplicity is 4. The net charge is +2. The calculation puts the energy above the lowest of the compared OMol25 structures with the same formula, charge and spin at 28.94 kJ/mol. The value obtained for the orbital gap (alpha / beta) is 0.223 / 0.170 Eh. The electronic energy comes out at -339593.497 eV. As for the expectation value of S²: 3.776. The value obtained for the LUMO energy (alpha / beta) is -6.2 / -7.7 eV.

```
112
C45H54As4Cl2F3O2PRe | the Open Molecules 2025 dataset | ωB97M-V with the def2-TZVPD basis set
H 1.3393 -2.8234 3.8875
Cl -7.7322 -3.2902 -3.1138
C -0.3855 5.3325 -1.2183
H 3.6859 -4.2282 -2.9073
C 5.1140 2.4068 -2.8510
C 1.4749 0.9622 -0.4497
C -6.1817 -2.7391 -2.6124
C 5.5836 4.9847 -3.7614
H -2.5248 -2.7207 3.4333
C 1.6571 4.0774 -1.5711
H -0.4837 1.5847 7.0968
As 0.6388 -0.3725 5.9399
C -3.3740 1.5429 0.5672
H -1.4782 5.8737 -2.9872
C -1.6113 -2.1739 3.6614
C -0.6157 5.3519 -2.5885
C 0.7533 4.7059 -0.7168
C 4.0111 -2.6357 0.0655
C -0.6370 -4.4927 2.1691
H 1.7063 -0.9920 -4.0596
C 4.4641 3.4784 -2.2486
H 2.7732 -1.0384 0.7481
C 0.8907 -0.2902 -4.0149
Cl -3.0051 -1.0598 -4.3781
H 4.9615 1.3954 -2.4928
C 0.2683 -2.2002 6.5582
C -5.7796 -2.8497 -1.3151
C 4.7173 4.7710 -2.6982
H 0.9933 0.1133 -6.1168
O -2.9650 -2.3374 0.8900
H 2.1083 3.6202 -3.6259
C -1.9197 -0.7389 4.1044
P 0.7741 -0.5790 -1.1787
H -0.8412 1.7700 -6.0759
H 5.7711 5.9932 -4.1084
H -4.8267 -3.0438 1.0667
As -1.9065 0.5803 1.3779
C -0.6130 0.0155 4.4317
H 0.6266 -2.9570 5.8624
H 0.7023 1.7241 -0.5503
F 0.2836 -4.1008 -0.5497
H -1.3018 0.0767 7.5740
H 4.6378 -2.6209 0.9501
H 6.4877 1.7831 -4.3813
C -4.0976 -2.5929 0.3887
H 0.9655 4.7456 0.3462
Re -1.2173 -1.5003 -0.0141
C 5.9858 2.6226 -3.9152
As 3.2366 3.2578 -0.7624
H -0.7737 -2.3924 6.8091
C -4.0635 -1.7101 -3.1909
C 2.4199 -2.6478 -2.2164
H 0.8570 -2.2986 7.4706
H 1.6570 0.8078 0.6165
H 5.1040 -4.2254 -0.8810
H 3.5889 0.7544 -0.8145
F -0.4882 -3.1772 -2.3385
C -1.1684 1.5834 -3.9614
O -2.4637 -1.2370 -1.5321
H -6.4254 -3.3086 -0.5750
C -0.3386 0.5382 7.3630
H -3.8127 -1.2479 5.0550
H 0.2751 0.4990 8.2616
C 2.7605 1.3704 -1.1604
H 2.0361 -2.9621 2.2598
C -0.7696 0.9570 -2.7949
H -3.6311 -0.4973 2.7815
As -0.4148 -2.5736 2.1667
H -3.0588 0.9940 3.5025
H -3.6456 2.3647 1.2236
C 0.2612 0.0133 -2.8119
C 3.4836 -3.5307 -2.1032
H -0.8430 1.0700 4.6119
H 0.2269 -4.9651 1.7160
C 0.4898 0.3448 -5.1855
H -3.0082 0.1625 5.7559
H -1.5292 -4.7730 1.6156
H 1.7892 -2.7063 -3.0885
C 1.3604 -2.3932 2.8917
H -2.4134 -1.4624 6.1041
H 0.2508 1.6871 2.1367
C -0.5358 1.2773 -5.1603
C 2.9518 -1.7498 -0.0479
H 0.0301 -0.0019 3.5493
H -1.9697 2.3104 -3.9373
H 2.6833 1.2524 -2.2426
C -0.7456 -3.3574 -1.0198
H -1.2629 1.2152 -1.8625
C -0.7327 2.0345 1.8406
H -1.0702 5.8375 -0.5447
H 4.2396 5.6182 -2.2195
C -2.7313 0.0536 3.0587
H -1.1887 2.5887 2.6578
C -4.4994 -2.3778 -0.9391
C 2.1540 -1.7418 -1.1941
C 4.2777 -3.5300 -0.9655
C -2.8405 -0.8292 5.3295
F -1.8392 -4.1862 -0.9797
C 1.4118 4.0944 -2.9442
H 0.1149 4.7595 -4.5199
C 0.2850 4.7337 -3.4490
C -3.6396 -1.7682 -1.8647
H -5.6106 -2.1154 -4.5949
H -0.6427 2.6779 0.9704
H -0.7359 -4.7961 3.2078
H -3.0697 1.9318 -0.4015
H -1.1229 -2.6917 4.4833
H 6.8935 4.0771 -5.2020
C 6.2143 3.9089 -4.3752
H -4.2266 0.8810 0.4313
C -5.3074 -2.1784 -3.5556
H 1.6887 -1.3587 2.9483
```



No. 4
Below is 6 unconnected molecules or ions with the total composition C45H54Br2ClF13N2O13S, with properties calculated with ωB97M-V with the def2-TZVPD basis set.

Its multiplicity is 1. The structure (SMILES) is CCN(CCC1=C(N)C(=O)c2c(Cl)c(CCC(F)(F)C(F)(F)C(F)(F)C(F)(F)S(F)(F)(F)(F)F)cc([C@@H](Br)[C@@H](C)Br)c2C1=O)C(C)=O.O=C1CCCO1.O=C1CCCO1.O=C1CCCO1.O=C1CCCO1.O=C1CCCO1. The calculation puts the energy above the lowest of the compared OMol25 structures with the same formula, charge and spin at 0.00 kJ/mol. The value obtained for the orbital gap is 0.283 Eh. The electronic energy comes out at -275905.005 eV. The value obtained for the LUMO energy is -0.8 eV.

```
131
C45H54Br2ClF13N2O13S | the Open Molecules 2025 dataset | ωB97M-V with the def2-TZVPD basis set
H 0.0788 -5.4994 0.2916
H 7.7815 0.4554 1.1942
H -4.9883 -3.3722 3.1852
C -1.4560 -3.2186 0.0408
O -2.6252 7.7935 -0.5790
F 6.2130 2.0682 1.8526
H 0.9782 2.9205 0.4984
F 3.2898 5.6628 1.9736
C 3.1494 4.3396 1.5476
H 10.2550 -0.7200 0.9174
H -3.3433 -3.9685 0.9631
N -3.0037 -2.6309 3.1250
O -1.6412 -5.3301 4.6366
H 6.7260 -1.4314 2.8524
H -3.2073 0.8621 -8.8575
C 1.4483 3.4823 -0.3371
C 1.2253 -0.1332 -1.3927
H -1.1061 -3.3912 -5.5481
O -1.5912 -1.9181 4.8425
C -4.2473 -3.5410 5.2235
F 4.3892 -0.1301 1.0521
O 8.0007 -2.7517 1.8900
C -3.6911 2.6120 -2.6647
C -0.3525 8.6109 -0.4613
C -1.8669 2.1032 -7.6534
H -3.9593 -4.0576 -4.7026
H -4.9662 -4.3755 5.4704
O 1.4351 -3.1575 -1.9628
H -1.0080 1.4928 -7.3756
C -3.5275 3.1466 -6.4850
H 8.6961 -0.1329 2.5828
C -2.5658 -1.7144 4.1491
C -1.1802 -0.8142 -0.9620
H -4.9945 0.9380 -1.9869
O -1.9826 9.0530 1.1810
H -4.5322 2.8517 -8.3420
H -1.4237 -4.0924 3.2565
C -0.6315 1.5892 -1.1299
C 0.2228 -1.1662 -1.2021
C 0.3307 9.0815 0.8073
N 0.5419 -4.6085 0.5000
C -1.6553 0.5600 -0.9412
H -3.3359 -3.7427 5.8362
H -5.0722 1.7480 -7.0360
H -1.6117 2.6898 -8.5405
F 2.1246 5.7242 -0.1076
F 4.9222 2.0056 0.1370
H -1.0662 -7.6689 6.1759
Br -3.2857 -0.0771 -3.5517
C -0.8547 -6.6501 6.5067
C 1.4011 -6.2596 5.9261
C 0.5246 -6.5300 7.1317
H -2.6003 2.7799 -2.8244
C 4.5654 3.7256 1.8439
H -4.1855 3.3558 -1.9995
H -1.8516 -5.0857 1.1769
C 0.7733 1.2549 -1.3287
C 8.2271 -0.4307 1.6411
F 3.1202 -0.4118 2.8989
H 6.4718 -1.6081 1.1062
H 0.5475 -5.6711 7.8070
H -1.0581 -2.5959 2.3388
F 2.1662 3.8707 2.3971
H -3.6570 0.1368 3.5296
F 3.5921 4.3077 -0.9274
H -3.6677 -4.6437 3.4266
C -3.1169 1.2709 -7.8517
O 9.9535 -3.4182 0.9786
O -2.5945 -2.0966 -6.1577
F 3.5306 1.6873 3.5992
H 1.7466 2.9407 -2.4561
H -4.1922 2.6897 -3.6635
Cl 2.9306 -0.5814 -1.6811
F 5.2572 0.3185 3.0845
H 2.8228 1.9459 -1.3102
C -2.1157 -3.1000 -5.2460
H -1.6348 -6.2955 7.1775
H 0.6280 4.0964 -0.7964
Br -3.4309 2.3889 0.5508
O 0.5714 -5.5225 5.0151
H 1.1882 9.7304 0.6288
H 0.6763 8.2161 1.3789
C 9.1582 -2.5525 1.2069
C 9.2542 -1.1144 0.7545
C 0.6282 -2.6798 -1.2106
C -2.1265 -2.0421 -0.7243
H -0.9118 10.8159 1.2521
H 0.0786 7.6821 -0.8295
C 7.2267 -1.5413 1.8936
H -2.6768 -5.2082 -5.0863
H -2.8820 -4.7128 -7.4717
C -1.7755 8.4037 0.0025
H 1.7268 -7.1796 5.4335
H -2.0772 -2.6890 -4.2372
C -1.8617 -3.3639 2.5212
O -3.8560 -2.0853 -8.0277
C -0.1512 -3.5475 -0.1725
C -3.3885 -2.6764 -7.0957
C -0.7951 9.7705 1.5506
H -0.3398 9.3764 -1.2396
H -3.7084 0.0282 -0.2686
C 4.8965 2.2469 1.4856
C -4.2185 2.2512 -7.4855
C -3.5433 -4.1510 -6.8089
H -2.7424 0.3132 5.0802
C -3.9023 1.1551 -2.1190
C 2.6365 4.4257 0.0603
C -3.1539 0.8849 -0.7297
F 4.8831 4.0811 3.1378
H 1.4733 -4.6272 0.0644
H -0.6624 9.7260 2.6311
H 0.8301 -7.4097 7.6979
C -2.2437 -4.0457 1.1224
C -4.0050 -3.6096 3.6733
S 3.9185 0.8578 2.2781
F 2.5684 1.2330 1.4749
O -4.0684 3.9052 -5.7293
H -4.2935 -0.5858 5.0496
F 5.4742 4.4914 1.1197
O -3.2621 -2.1052 -1.1180
H -3.1211 0.4353 -7.1489
H 8.9850 -1.0557 -0.3019
C -3.1037 -4.2426 -5.3572
C 1.8298 2.4167 -1.4775
C -3.3579 -0.3925 4.4696
H -0.9864 2.6459 -1.0992
O -2.1809 3.0077 -6.5826
H -4.5759 -4.4679 -6.9394
C -0.7322 -5.7564 5.2960
H 2.2789 -5.6673 6.1814
H -4.7676 -2.6061 5.5596
```



Maximum force (computed, Eh/bohr): 0.0192 0.0265 0.0233 0.0856